36
Properties=species:S:1:pos:R:3:nbo_charge:R:1 method="wB97M-V/def2-TZVPD" homo_lumo_gap_ev=8.555 largest_force_ha_per_bohr=0.0231 de_lowest_kj_mol=0.0 e_lumo_ev=3.07 total_charge=-1 e_tot_ev=-21835.9065
C -0.218 1.205 1.987 -0.236
N -0.428 -0.228 1.724 -0.707
C 0.520 -0.781 0.688 0.112
O 1.800 -0.539 1.080 -0.920
C -0.416 2.106 0.769 -0.235
N -1.795 2.114 0.228 -0.658
C -1.851 1.870 -1.214 -0.410
H -0.921 1.477 2.792 0.175
H 0.797 1.380 2.352 0.204
H -0.233 -0.720 2.591 0.378
H 0.360 -1.869 0.627 0.136
H 0.276 -0.277 -0.274 0.123
H -0.216 3.136 1.065 0.182
H 0.308 1.822 0.001 0.184
H -2.354 1.478 0.778 0.378
H -2.898 1.946 -1.500 0.197
H -1.296 2.659 -1.720 0.186
H -1.441 0.898 -1.503 0.158
H 2.799 -1.335 3.747 0.449
H 1.942 -1.300 2.436 0.502
O 1.997 -1.724 3.360 -1.031
H 3.863 -0.453 -0.902 0.458
H 2.655 -0.035 0.042 0.513
O 3.292 0.308 -0.746 -1.033
H 0.939 -0.885 -3.412 0.497
H -0.396 -1.711 -3.251 0.479
O 0.423 -1.643 -3.789 -1.027
H -1.832 -2.806 -1.796 0.476
H -2.251 -1.399 -1.584 0.481
O -1.944 -1.978 -2.285 -0.940
H -3.387 -0.031 2.766 0.459
H -2.290 -0.347 1.687 0.500
O -3.264 -0.273 1.834 -1.004
H 2.317 0.464 -2.074 0.515
H 0.881 1.059 -2.377 0.463
O 1.622 0.596 -2.800 -1.003



23
Properties=species:S:1:pos:R:3:mulliken_spin:R:1 method="wB97M-V/def2-TZVPD" homo_lumo_gap_ev="6.539 / 6.925" largest_force_ha_per_bohr=0.0671 de_lowest_kj_mol=0.0 e_lumo_ev="-3.67 / -3.63" s2=15.76 total_charge=+1 e_tot_ev=-31894.1967 spin_multiplicity=8
C 2.300 0.656 -2.915 0.000
O 0.995 0.218 -2.604 0.003
C 0.901 -1.065 -2.028 0.001
C 1.284 -1.093 -0.566 0.000
O 0.940 0.133 0.050 0.001
C 0.729 0.163 1.450 -0.005
C 1.155 1.496 2.034 0.002
O 1.773 2.439 1.208 -0.004
C 0.885 3.454 0.624 -0.036
Eu 0.644 2.172 -1.134 7.044
H 2.786 -0.053 -3.603 -0.001
H 2.204 1.651 -3.363 0.001
H 1.571 -1.737 -2.593 0.000
H -0.165 -1.340 -2.098 -0.003
H 2.372 -1.211 -0.460 -0.001
H 0.782 -1.927 -0.051 -0.001
H 1.330 -0.634 1.915 -0.001
H -0.325 -0.061 1.673 -0.002
H 1.945 1.271 2.765 -0.001
H 0.233 1.934 2.459 -0.001
H 0.056 3.710 1.308 0.003
H 1.514 4.349 0.483 0.000
H 2.899 0.783 -1.999 0.002



46
Properties=species:S:1:pos:R:3:nbo_charge:R:1 method="wB97M-V/def2-TZVPD" homo_lumo_gap_ev=6.080 largest_force_ha_per_bohr=0.1334 de_lowest_kj_mol=0.0 e_lumo_ev=2.25 total_charge=-1 e_tot_ev=-78305.7732
Cd 0.559 0.638 -0.564 1.782
S 2.549 2.174 -0.757 2.618
O 3.907 1.940 -1.124 -1.070
O 2.075 1.434 0.387 -1.169
O 2.701 3.565 -0.615 -1.056
O 1.534 1.807 -1.754 -1.197
P -2.097 1.909 -0.711 2.603
F -2.780 3.337 -0.232 -0.567
F -3.375 1.633 -1.742 -0.583
F -1.209 2.724 -1.759 -0.563
F -1.318 0.622 -1.286 -0.631
F -0.783 1.907 0.259 -0.615
F -2.870 1.046 0.392 -0.582
C -1.469 -2.047 -0.243 -0.644
C -0.016 -2.268 -0.426 -0.239
N 0.749 -1.319 -1.280 -0.569
C 2.153 -1.667 -1.282 -0.236
C 2.926 -1.470 0.071 -0.662
C 0.278 -1.463 -2.667 -0.228
C 0.482 -0.191 -3.587 -0.639
H -1.839 -2.858 0.384 0.214
H -2.171 -1.922 -1.067 0.227
H -1.632 -1.250 0.483 0.231
H 0.483 -2.522 0.509 0.227
H 0.180 -3.253 -0.850 0.167
H 2.344 -2.688 -1.613 0.172
H 2.552 -1.061 -2.096 0.230
H 2.348 -1.170 0.945 0.233
H 3.489 -2.361 0.349 0.197
H 3.815 -0.843 0.005 0.263
H -0.731 -1.874 -2.685 0.207
H 0.807 -2.264 -3.184 0.181
H -0.048 0.695 -3.237 0.243
H 0.067 -0.436 -4.564 0.203
H 1.502 0.169 -3.723 0.241
C -2.060 0.171 4.086 -0.108
C -2.300 1.589 3.507 -0.092
O -1.013 2.023 3.057 -0.656
S 0.205 0.802 3.197 2.453
O 1.504 1.285 3.646 -0.791
O 0.131 0.012 1.939 -0.921
O -0.709 0.095 4.385 -0.661
H -2.541 -0.571 3.448 0.193
H -2.614 0.089 5.021 0.196
H -2.727 2.232 4.276 0.179
H -3.035 1.599 2.703 0.217



62
Properties=species:S:1:pos:R:3:nbo_charge:R:1 method="wB97M-V/def2-TZVPD" homo_lumo_gap_ev=8.914 largest_force_ha_per_bohr=0.0154 de_lowest_kj_mol=2.9 e_lumo_ev=-5.66 total_charge=+2 e_tot_ev=-181057.1274
Y 0.063 -0.143 -0.060 1.512
C -1.559 3.215 -0.256 -0.527
C -0.993 3.451 1.136 -0.527
S 0.301 2.255 1.607 0.239
C -0.214 1.697 3.264 -0.525
C -1.578 1.039 3.375 -0.531
S -1.833 -0.363 2.231 0.237
C -3.438 0.059 1.482 -0.518
C -3.519 1.375 0.720 -0.542
S -2.247 1.562 -0.580 0.259
H -2.333 3.956 -0.457 0.260
H -0.789 3.328 -1.019 0.269
H -0.548 4.446 1.170 0.267
H -1.770 3.426 1.898 0.228
H 0.575 1.006 3.568 0.243
H -0.168 2.544 3.949 0.263
H -1.707 0.667 4.391 0.265
H -2.379 1.755 3.198 0.231
H -3.653 -0.790 0.832 0.246
H -4.189 0.050 2.273 0.261
H -4.501 1.434 0.250 0.264
H -3.446 2.226 1.394 0.229
C -3.620 -1.694 -1.820 -0.925
As -1.731 -2.031 -1.385 0.806
C -1.072 -2.549 -3.139 -0.904
C -1.816 -3.713 -0.411 -0.242
C -2.892 -4.576 -0.594 -0.229
C -2.972 -5.765 0.114 -0.177
C -1.971 -6.104 1.010 -0.161
C -0.887 -5.258 1.189 -0.203
C -0.797 -4.060 0.486 -0.372
As 0.770 -2.922 0.677 0.824
C 2.018 -3.747 -0.561 -0.908
C 1.508 -3.444 2.420 -0.918
H -4.265 -1.903 -0.966 0.237
H -3.933 -2.334 -2.645 0.253
H -3.744 -0.657 -2.130 0.248
H -1.570 -3.461 -3.466 0.247
H 0.004 -2.698 -3.106 0.249
H -1.292 -1.740 -3.836 0.250
H -3.682 -4.328 -1.292 0.221
H -3.817 -6.424 -0.034 0.241
H -2.029 -7.028 1.568 0.239
H -0.111 -5.549 1.885 0.222
H 2.076 -4.819 -0.374 0.250
H 3.005 -3.305 -0.431 0.238
H 1.689 -3.567 -1.582 0.249
H 1.842 -4.481 2.413 0.249
H 0.754 -3.314 3.196 0.249
H 2.369 -2.818 2.655 0.241
N 2.639 0.323 0.409 -0.889
C 3.225 1.372 -0.480 -0.199
C 2.983 1.032 -1.963 -0.513
C 1.583 0.494 -1.956 0.793
O 0.624 1.279 -1.647 -0.785
O 1.382 -0.748 -1.892 -0.723
H 2.874 0.566 1.368 0.398
H 3.125 -0.553 0.223 0.393
H 4.293 1.492 -0.298 0.222
H 2.726 2.310 -0.239 0.216
H 3.673 0.271 -2.321 0.245
H 3.081 1.931 -2.567 0.266



29
Properties=species:S:1:pos:R:3:nbo_charge:R:1 method="wB97M-V/def2-TZVPD" homo_lumo_gap_ev=9.978 largest_force_ha_per_bohr=0.1039 de_lowest_kj_mol=257.7 e_lumo_ev=0.93 e_tot_ev=-11696.6092
C 2.930 -0.566 -1.525 -0.617
C 0.955 1.200 1.121 -0.206
C 1.941 0.390 0.491 -0.196
C 0.353 2.173 0.387 -0.232
C 2.052 0.402 -0.880 -0.033
C 0.523 2.360 -0.939 -0.219
C 1.423 1.462 -1.577 -0.199
H 0.742 0.955 2.172 0.218
H 2.595 -0.083 1.082 0.199
H -0.282 2.932 0.863 0.209
H 0.063 3.130 -1.584 0.222
H 2.611 -1.550 -1.315 0.220
H 3.951 -0.438 -1.256 0.222
H 1.596 1.652 -2.669 0.207
H 2.740 -0.399 -2.688 0.206
C -1.910 -1.548 0.711 -0.223
C -2.575 -0.673 1.771 -0.580
C -2.326 -2.937 0.701 -0.594
C -2.022 -0.815 -0.529 -0.608
H -0.729 -1.617 1.029 0.179
H -3.660 -0.821 1.638 0.201
H -2.303 0.300 1.713 0.201
H -3.172 -3.168 0.214 0.200
H -1.666 -3.634 0.322 0.210
H -2.340 -3.144 1.864 0.199
H -1.668 0.215 -0.465 0.219
H -1.321 -1.386 -1.284 0.202
H -3.045 -0.680 -0.934 0.204
H -2.176 -0.958 2.902 0.188



13
Properties=species:S:1:pos:R:3:nbo_charge:R:1 method="wB97M-V/def2-TZVPD" homo_lumo_gap_ev=8.800 largest_force_ha_per_bohr=0.0476 de_lowest_kj_mol=65.2 e_lumo_ev=0.92 e_tot_ev=-18060.2977
C 0.216 0.060 -0.884 0.275
C 0.136 -1.197 -0.402 -0.334
C -0.417 -1.188 0.872 -0.278
C -0.456 0.161 1.200 -0.038
H 1.233 0.037 -2.638 0.380
H -0.239 0.750 -2.675 0.372
H 0.522 -2.032 -0.971 0.214
H -0.670 -2.065 1.467 0.235
H 0.234 1.140 3.286 0.123
H -0.054 1.903 0.007 0.426
N 0.590 0.576 -2.112 -0.838
N -0.119 0.909 0.108 -0.514
S -0.974 0.946 2.743 -0.022